A cluster of 2 separate species, C2H5N2O2 in total in a non-equilibrium geometry, computed with wB97M-V/def2-TZVPD.

The geometry in XYZ format:
```
11
Properties=species:S:1:pos:R:3:lowdin_charge:R:1
N -0.1474 0.0025 -1.2422 0.0562
C 0.7632 0.9679 -0.9738 -0.4405
N 1.5605 1.4637 -1.8516 -0.0165
H -0.2929 -0.0955 -2.2414 0.0805
H -0.6436 -0.4028 -0.3964 0.0260
H 0.6874 1.3029 0.0570 0.1057
H 2.2264 2.0991 -1.4009 -0.0056
O -0.4405 -2.4397 2.0307 -0.0953
C -1.0339 -1.3623 2.0066 -0.6500
O -1.2357 -0.5751 1.0491 -0.1466
H -1.4435 -0.9607 2.9629 0.0863
```

Calculated values
E_LUMO, eV: 4.290
Net charge: -1
Energy relative to the best compared isomer or geometry (same formula, charge and spin), eV: 0.229
Highest occupied orbital energy, eV: -4.748
HOMO-LUMO gap, hartree: 0.33212

***

A structure of composition C34H39N10O4PSn in a non-equilibrium geometry, computed with wB97M-V/def2-TZVPD.

The geometry in XYZ format:
```
89
Properties=species:S:1:pos:R:3:lowdin_charge:R:1
Sn 0.3773 0.4763 -0.2985 1.2899
O 7.7352 -0.3225 0.1094 -0.0407
C 7.1837 0.6796 -0.3468 -0.7134
O 7.6228 1.6998 -0.8689 -0.0212
C 5.5956 0.6341 -0.2399 -0.0704
C 4.9599 -0.4196 0.4090 -0.0052
C 3.5851 -0.4204 0.4895 -0.1595
N 2.8327 0.5240 -0.0703 -0.0455
C 3.4291 1.5319 -0.7131 -0.1963
C 4.8074 1.6363 -0.7937 0.0646
C 2.5084 2.5465 -1.3649 -0.6266
O 2.9475 3.5832 -1.8150 0.0712
O 1.2605 2.2135 -1.4190 -0.2651
H 5.5637 -1.2096 0.8339 0.1106
H 3.0332 -1.1968 1.0087 0.0838
H 5.2809 2.4729 -1.2859 0.1277
N -0.2978 2.5178 3.1447 -0.1050
P -0.9970 2.4726 1.5725 0.9855
C -1.4631 4.2320 1.4179 -0.3605
C -1.2261 4.8467 0.1957 -0.0878
C -1.6224 6.1569 -0.0057 -0.0727
C -2.2543 6.8530 1.0113 -0.0804
C -2.4803 6.2428 2.2362 -0.0815
C -2.0947 4.9320 2.4410 -0.0931
C -2.6856 1.8653 1.9084 -0.3699
C -3.5099 1.8339 0.7887 -0.1255
C -4.8135 1.3937 0.8899 -0.0898
C -5.3044 0.9803 2.1200 -0.1034
C -4.4837 1.0008 3.2356 -0.0934
C -3.1715 1.4367 3.1335 -0.0853
C 0.4148 1.3777 3.4348 -0.4123
C 1.3434 1.2770 4.4726 -0.0017
C 1.9597 0.0587 4.6787 -0.0514
C 1.6161 -1.0211 3.8707 -0.0703
C 0.6776 -0.8259 2.8813 -0.1740
N 0.0920 0.3446 2.6556 0.0014
H 0.0968 3.3955 3.4617 0.1148
H -0.7325 4.2887 -0.5882 0.0977
H -1.4393 6.6305 -0.9576 0.1066
H -2.5845 7.8681 0.8485 0.1031
H -2.9710 6.7870 3.0300 0.1031
H -2.3008 4.4428 3.3836 0.1035
H -3.1022 2.1646 -0.1570 0.1057
H -5.4410 1.3596 0.0114 0.1033
H -6.3316 0.6571 2.2105 0.1029
H -4.8674 0.6636 4.1885 0.1035
H -2.5313 1.4445 4.0041 0.1002
H 1.5772 2.1351 5.0832 0.1120
H 2.6977 -0.0581 5.4568 0.1118
H 2.0760 -1.9869 4.0038 0.1042
H 0.3691 -1.6258 2.2216 0.0960
C -4.6748 -2.9309 -1.0839 -0.0564
N -4.0472 -1.9121 -0.2686 -0.1577
C -4.0678 -2.2419 1.1431 -0.0523
C -3.0255 -1.1073 -0.7218 -0.4401
N -2.1105 -0.6034 -0.0007 0.0804
N -3.1088 -0.7906 -2.0716 0.1409
C -2.1532 -0.2047 -2.8687 -0.5109
N -2.6083 0.0632 -4.1351 0.1471
N -0.9680 0.0430 -2.4752 0.0488
H -5.7346 -2.9848 -0.8298 0.0921
H -4.2259 -3.9092 -0.8849 0.0953
H -4.5781 -2.7268 -2.1459 0.0749
H -5.0582 -2.6208 1.3927 0.0949
H -3.8901 -1.3509 1.7427 0.0677
H -3.3202 -3.0053 1.3919 0.1023
H -2.1071 -0.9202 0.9574 0.0408
H -4.0320 -0.8514 -2.4759 0.1342
H -3.4533 -0.3551 -4.4872 0.0971
H -1.9439 0.3786 -4.8211 0.1070
H -0.3995 0.4948 -3.1816 0.0606
N 1.1063 -2.0866 -0.7937 0.1136
C 1.4521 -2.8161 -1.6169 -0.2709
N 1.7403 -3.6951 -2.5237 -0.1255
C 2.2233 -3.2836 -3.8272 -0.1264
C 3.7431 -3.5187 -3.9647 -0.1563
C 4.3171 -4.0536 -2.6544 -0.1874
C 3.5741 -5.3258 -2.2495 -0.1597
C 2.0624 -5.0497 -2.1184 -0.1294
H 1.9728 -2.2297 -3.9597 0.1255
H 1.6736 -3.8684 -4.5754 0.1229
H 4.2472 -2.5916 -4.2345 0.1137
H 3.9288 -4.2426 -4.7602 0.1100
H 4.2277 -3.2944 -1.8739 0.1147
H 5.3759 -4.2753 -2.7818 0.1193
H 3.9707 -5.7026 -1.3075 0.1097
H 3.7405 -6.0894 -3.0104 0.1097
H 1.7269 -5.1795 -1.0881 0.1263
H 1.4833 -5.7311 -2.7526 0.1227
```

Calculated values
E_LUMO, eV: -0.431
Net charge: 0
Energy relative to the best compared isomer or geometry (same formula, charge and spin), eV: 1.259
Highest occupied orbital energy, eV: -6.852
HOMO-LUMO gap, hartree: 0.23598

***

An isolated molecule of C4H9NO2 in a non-equilibrium geometry, computed with wB97M-V/def2-TZVPD.

The geometry in XYZ format:
```
16
Properties=species:S:1:pos:R:3:lowdin_charge:R:1
C -0.7017 -0.0329 1.3230 -0.0198
C 0.0066 0.0883 -0.1030 -0.5516
C -0.0375 -1.3176 -0.8072 -0.0434
C -0.4841 1.1929 -1.1150 -0.0009
N 1.4302 0.3000 0.0718 -0.1003
O 2.1347 -0.2989 1.1133 -0.0126
O 1.8197 1.0795 1.1743 -0.0005
H 0.0959 -0.5601 1.8877 0.0760
H -0.9050 0.9596 1.9077 0.1171
H -1.5465 -0.5895 1.0794 0.0390
H 0.3198 -1.2173 -1.8803 0.0964
H 0.7085 -2.0016 -0.2552 0.0995
H -0.9703 -1.9257 -0.6743 0.0881
H -0.0590 1.1404 -2.0350 0.0390
H -1.5905 1.1093 -1.1145 0.1031
H -0.2210 2.0736 -0.5727 0.0708
```

Calculated values
E_LUMO, eV: 0.887
Net charge: 0
Energy relative to the best compared isomer or geometry (same formula, charge and spin), eV: 7.862
Highest occupied orbital energy, eV: -9.970
HOMO-LUMO gap, hartree: 0.39900

***

A cluster of 2 separate species, C4H8NO3 in total in a non-equilibrium geometry, computed with wB97M-V/def2-TZVPD.

The geometry in XYZ format:
```
16
Properties=species:S:1:pos:R:3:lowdin_charge:R:1
C 1.5944 1.1945 1.6310 0.0134
C 0.1920 1.1493 2.2980 -0.5783
O -0.7578 0.4647 1.7395 0.1982
O 0.0418 1.8335 3.3215 0.0958
H 2.2491 1.4928 2.4894 0.1158
H 1.5419 1.7594 0.6951 0.0848
H 1.9035 0.1926 1.3299 0.0806
C -1.4821 -1.6780 -1.9235 0.0053
C -0.2938 -0.7698 -1.8642 -0.5965
O 0.4187 -0.5587 -2.8237 0.0486
N -0.0639 -0.0412 -0.7808 0.1629
H 0.7943 0.4888 -0.4899 0.0997
H -0.6280 0.2175 -0.0120 0.0357
H -2.1824 -1.3429 -2.6940 0.0969
H -1.9440 -1.6835 -0.9379 0.0741
H -1.3839 -2.7189 -1.9786 0.0632
```

Calculated values
E_LUMO (spin up / spin down), eV: 0.516 / -4.108
Net charge: 0
Energy relative to the best compared isomer or geometry (same formula, charge and spin), eV: 1.402
<S²>: 0.7554
Spin multiplicity: 2
Highest occupied orbital energy (spin up / spin down), eV: -9.852 / -9.744
HOMO-LUMO gap (spin up / spin down), hartree: 0.38103 / 0.20709

***

An isolated molecule of C5H6N4O3 in a non-equilibrium geometry, computed with wB97M-V/def2-TZVPD.

The geometry in XYZ format:
```
18
Properties=species:S:1:pos:R:3:lowdin_charge:R:1
N -1.9897 0.9317 -0.8207 0.1768
C -1.6357 -0.1152 -0.0508 -0.6089
O -2.1157 -1.2206 -0.1200 0.0587
C -0.5762 0.2331 0.9686 0.0848
C 1.0204 0.1049 0.0918 -0.3771
N 1.5120 1.5027 -0.0626 -0.3416
O 2.6972 1.6646 -0.0230 0.1290
O 0.6820 2.3483 -0.2791 0.0770
N 1.8838 -0.7591 0.8019 0.1421
C 2.1293 -1.7318 0.0086 -0.0619
C 1.4402 -1.5134 -1.2681 -0.0586
N 0.7879 -0.4165 -1.2229 0.1509
H -1.4325 1.7715 -0.8082 0.0843
H -2.6103 0.7835 -1.5959 0.1148
H -0.6099 1.2483 1.3396 0.0981
H -0.5005 -0.5104 1.7545 0.1063
H 2.7587 -2.5579 0.2780 0.1119
H 1.4514 -2.1372 -2.1391 0.1133
```

Calculated values
E_LUMO, eV: -0.985
Net charge: 0
Energy relative to the best compared isomer or geometry (same formula, charge and spin), eV: 0.921
Highest occupied orbital energy, eV: -10.092
HOMO-LUMO gap, hartree: 0.33467

***

A structure of composition C18H15N5OS2W in a non-equilibrium geometry, computed with wB97M-V/def2-TZVPD.

The geometry in XYZ format:
```
42
Properties=species:S:1:pos:R:3:lowdin_charge:R:1
W 0.1343 1.1083 -2.1076 1.4858
N 0.2723 1.1836 -6.4575 0.1372
C -0.0737 1.1218 -5.1857 -0.7461
S 0.8495 2.1826 -4.0349 0.6704
N -1.0173 0.3745 -4.7363 -0.0065
N -1.2959 0.4357 -3.4153 -0.2272
C -2.5112 0.0445 -3.0929 0.0102
C -3.1477 0.2330 -1.8444 -0.1331
C -4.4660 -0.2394 -1.6580 0.0044
C -5.1946 0.1020 -0.5455 -0.0323
C -4.6387 0.9428 0.4200 -0.0099
C -3.3425 1.3978 0.2949 0.0233
C -2.5663 1.0401 -0.8157 -0.2988
O -1.3356 1.4858 -0.9443 -0.2228
H 0.9646 1.8407 -6.7832 0.1166
H -0.1918 0.5950 -7.1329 0.1376
H -3.1090 -0.3652 -3.9039 0.1574
H -4.9052 -0.8614 -2.4219 0.1296
H -6.2067 -0.2534 -0.4290 0.1251
H -5.2287 1.2476 1.2704 0.1287
H -2.9158 2.0550 1.0398 0.1309
S 3.9758 0.0010 2.7344 1.1394
C 3.0014 0.0203 1.3076 -0.4665
C 3.3730 0.9246 0.2905 -0.0407
C 2.6618 0.9719 -0.8817 -0.1142
N 1.5961 0.1567 -1.1082 -0.1977
C 1.2171 -0.6985 -0.1279 -0.0938
C 1.8686 -0.7820 1.0754 -0.0110
C 3.0214 -0.9817 3.9060 -0.4947
C 2.7990 -2.3446 3.7663 -0.0783
C 2.0850 -2.9739 4.7838 -0.1107
N 1.6329 -2.3101 5.8202 0.0834
C 1.8445 -1.0270 5.9709 -0.1065
C 2.5643 -0.3024 5.0261 -0.0650
H 4.2091 1.5883 0.4479 0.1284
H 2.9667 1.6319 -1.7024 0.1221
H 0.3616 -1.3412 -0.3546 0.1405
H 1.4980 -1.4530 1.8349 0.1134
H 3.1667 -2.9098 2.9232 0.1179
H 1.8852 -4.0362 4.7598 0.1218
H 1.4370 -0.5550 6.8539 0.1232
H 2.7609 0.7495 5.1577 0.1088
```

Calculated values
E_LUMO (spin up / spin down), eV: -8.067 / -8.527
Net charge: +2
Energy relative to the best compared isomer or geometry (same formula, charge and spin), eV: 0.604
<S²>: 2.0222
Spin multiplicity: 3
Highest occupied orbital energy (spin up / spin down), eV: -14.357 / -14.358
HOMO-LUMO gap (spin up / spin down), hartree: 0.23115 / 0.21426